{
  "formula": "C4H3HgO3",
  "method": "ωB97M-V/def2-TZVPD",
  "total_charge": 1,
  "e_lumo_ev": [-5.45, -7.71],
  "e_tot_ha": -532.87060,
  "gap_ha": [0.29415, 0.21809],
  "homo_ha": [-0.49446, -0.50150],
  "molar_mass_g_mol": 299.7,
  "s_squared": 2.015,
  "spin_multiplicity": 3,
  "max_force_ev_per_a": 8.781,
  "elements": ["O", "C", "C", "H", "H", "H", "O", "O", "C", "C", "Hg"],
  "coordinates": [[-1.92021, 0.19216, -0.35514], [-1.46142, 1.33471, -0.34459], [0.02782, 1.55054, -0.28056], [-2.06065, 2.12555, -0.82402], [0.31945, 2.09464, -1.19522], [0.22378, 2.19733, 0.59134], [3.28303, 0.03053, -0.34826], [-0.18460, -0.88847, -0.62849], [2.14679, 0.19488, -0.40127], [0.79021, 0.25654, -0.22283], [-1.13762, -1.51719, 1.21945]],
  "forces_ev_per_angstrom": [[-2.75, 3.85, 1.60], [-0.64, -2.45, -2.58], [0.46, 0.65, 1.04], [0.05, 0.36, 0.70], [-0.22, 0.10, 0.34], [0.35, 0.04, -0.32], [-1.95, 0.55, -0.37], [8.47, 2.28, 0.35], [1.86, -1.49, 0.71], [-5.28, -3.33, -2.28], [-0.36, -0.56, 0.82]],
  "mulliken_charge": [-0.44, 0.01, -0.38, 0.40, 0.39, 0.35, -0.13, -0.59, 0.35, 0.34, 0.71]
}